Record 1
Entry from the OMol25 dataset: a single C28H37ClO7 molecule at a distorted geometry (wB97M-V/def2-TZVPD).

Geometry as XYZ:
```
73
Properties=species:S:1:pos:R:3:forces:R:3:lowdin_charge:R:1
C 4.65230 -6.79293 1.06190 0.294 0.541 -0.109 -0.11
C 5.08660 -5.57905 1.97859 -0.055 0.160 -1.330 -0.13
C 4.22956 -4.28497 1.68978 0.159 -0.784 1.506 -0.45
O 3.59449 -3.83604 2.61054 0.141 0.261 -0.970 0.12
O 4.24808 -3.66896 0.43912 0.156 -1.313 0.260 -0.05
C 3.19497 -4.16177 -0.42207 -1.556 0.679 -0.400 -0.15
C 1.88115 -3.31975 -0.16455 -0.410 0.413 0.081 -0.10
C 1.72516 -2.07912 -1.09541 -0.316 0.147 -0.001 -0.12
C 2.61763 -1.05451 -1.17019 -1.217 -0.331 -0.225 0.07
C 2.30316 0.14994 -2.12040 -0.770 -0.674 0.548 -0.31
O 3.14992 0.71027 -2.76644 -0.330 -0.210 0.385 0.11
C 0.77927 0.52742 -2.18496 -1.361 -0.129 0.110 0.03
C 0.34881 1.93881 -2.28576 -1.112 -2.160 -0.045 -0.21
O 1.30548 2.92461 -2.36189 -1.577 -0.676 0.858 -0.06
C 1.19101 3.90430 -1.29853 1.141 1.646 0.150 -0.19
C 2.52435 3.96350 -0.45631 0.270 0.088 0.044 -0.29
C 2.96729 2.54370 0.07653 0.172 0.078 -1.371 -0.05
C 2.36668 5.08663 0.65618 -0.767 -0.582 -0.450 -0.16
C 2.09204 4.56267 2.10938 -0.530 1.489 0.855 -0.41
C 0.65057 3.95948 2.32558 0.186 -0.027 0.748 -0.09
C 2.17610 5.85009 3.06800 0.547 -0.920 -1.150 -0.10
C -1.09935 2.16558 -2.29646 -0.020 -1.690 0.100 -0.49
Cl -1.77927 3.81809 -2.38925 0.595 -1.197 -0.043 0.66
C -2.07847 1.06850 -2.22367 2.125 -0.652 0.253 -0.03
C -1.64041 -0.32441 -2.12596 1.468 0.918 0.034 -0.11
C -2.59452 -1.55690 -2.04040 -0.133 0.373 -1.230 -0.15
C -4.13466 -1.20988 -2.03905 0.455 -1.069 1.041 -0.20
C -4.60755 -1.14769 -0.52572 0.041 0.485 -1.090 -0.17
C -6.13900 -0.79134 -0.46671 2.140 -0.554 -0.916 -0.18
O -6.49875 -0.56348 0.90790 -1.699 -0.067 -0.713 -0.04
C -7.75665 -1.06181 1.22404 -1.087 0.384 0.950 -0.49
C -8.69488 -0.06121 2.01052 1.717 -0.755 -0.123 0.02
O -8.12853 -2.17781 0.97378 0.620 0.615 -0.331 0.10
C -0.19299 -0.58469 -2.10498 0.060 1.921 -0.034 -0.01
C 0.41514 -2.02287 -1.95997 0.580 1.454 0.189 -0.27
O -0.05752 -2.99829 -2.49305 0.217 0.349 0.568 0.11
H 4.85854 -6.48822 0.00017 -0.292 -0.495 0.890 0.08
H 3.56250 -7.04755 1.17117 1.105 0.179 -0.023 0.08
H 5.28806 -7.68446 1.29164 -0.660 0.715 -0.158 0.08
H 4.98307 -5.82157 3.06467 0.094 0.410 -1.012 0.12
H 6.15366 -5.33985 1.70892 -0.945 -0.210 0.470 0.12
H 2.93813 -5.23687 -0.24456 0.593 0.872 -0.111 0.11
H 3.48522 -3.99539 -1.49665 0.082 -0.349 1.218 0.14
H 1.87268 -2.92188 0.89216 0.263 -0.536 -1.014 0.13
H 0.96262 -3.97098 -0.22812 0.994 0.621 -0.272 0.12
H 3.53454 -1.09869 -0.54102 -0.566 0.306 -0.827 0.14
H 1.10885 4.91139 -1.80453 -0.083 -1.006 0.482 0.13
H 0.27856 3.79770 -0.66080 0.842 -0.373 -0.479 0.10
H 3.34300 4.31808 -1.14858 -0.944 -0.381 0.542 0.14
H 2.05917 1.89070 0.13721 0.827 0.385 0.499 0.08
H 3.59083 2.56238 1.00050 -0.819 0.023 -0.594 0.08
H 3.61883 2.09178 -0.72605 -0.703 0.359 0.879 0.08
H 3.22838 5.80332 0.58404 -0.646 -0.822 0.398 0.11
H 1.45372 5.69383 0.36499 0.916 -0.421 0.386 0.12
H 2.85357 3.84915 2.50904 -0.531 0.468 -0.681 0.12
H 0.57905 2.85651 2.12532 -0.015 1.079 -0.190 0.07
H 0.41931 4.07899 3.42560 0.177 -0.237 -1.058 0.08
H -0.15526 4.54640 1.79831 0.899 -0.686 0.247 0.08
H 3.12375 6.38065 2.76326 -1.044 -0.206 0.656 0.07
H 1.27633 6.48370 2.85431 0.870 -0.357 0.471 0.08
H 2.24183 5.51185 4.13151 -0.227 0.540 -0.821 0.08
H -3.17131 1.29591 -2.20720 1.266 -0.008 -0.050 0.10
H -2.30757 -2.22534 -1.17924 -0.379 0.814 -0.737 0.13
H -2.39027 -2.17412 -2.96146 -0.070 0.619 0.939 0.12
H -4.65898 -2.07840 -2.53155 0.375 1.007 0.347 0.12
H -4.35224 -0.27651 -2.61402 0.096 -0.816 0.487 0.10
H -4.36068 -2.14569 -0.07771 -0.510 0.899 -0.193 0.12
H -3.95655 -0.37507 -0.02523 -0.889 -0.637 -0.212 0.12
H -6.69004 -1.62992 -0.95939 0.149 0.620 0.803 0.13
H -6.27065 0.12124 -1.11955 -0.194 -0.604 1.052 0.13
H -9.08229 0.69512 1.28548 0.245 -0.561 0.762 0.09
H -8.03195 0.41034 2.78874 -0.913 -0.134 -0.749 0.09
H -9.48366 -0.68464 2.48848 0.492 0.716 -0.495 0.08
```
Forces are in eV/Å.

HOMO level (eV): -8.93
Structure (SMILES): CCC(=O)OCCC1=CC(=O)c2c(OC[C@H](C)CC(C)C)c(Cl)cc(CCCCOC(C)=O)c2C1=O
LUMO (eV): -0.836

=====

Record 2
Entry from the OMol25 dataset: a molecular structure, C3H3FO3Y at a distorted geometry (wB97M-V/def2-TZVPD).

Geometry as XYZ:
```
11
Properties=species:S:1:pos:R:3:forces:R:3:lowdin_charge:R:1
C -0.12226 -1.20670 0.37310 0.232 2.937 3.785 -0.02
C -1.02426 -0.39797 -0.50709 0.273 0.823 -0.389 -0.08
O -1.59397 0.81159 0.20739 1.115 -0.967 0.515 -0.07
C -0.83443 1.85205 0.62449 -2.037 -0.004 -0.145 -0.21
O 0.30072 1.93739 0.07084 1.938 -0.539 -0.624 -0.28
O 0.75156 -0.59262 1.11947 -1.437 -2.424 -2.650 -0.14
Y 2.15396 1.00389 0.41162 -0.064 -0.717 -0.422 1.86
F 3.18260 -0.18395 -0.84288 -0.779 0.931 0.675 -0.49
H -0.47589 -2.19817 0.70308 0.817 -0.075 -0.454 0.16
H -1.89289 -0.99737 -0.79292 0.268 0.296 -0.159 0.14
H -0.44513 -0.02814 -1.36709 -0.327 -0.260 -0.131 0.14
```
Forces are in eV/Å.

Charge: +1
HOMO level (spin up / spin down) (eV): -12.38 / -12.39
LUMO (spin up / spin down) (eV): -5.893 / -5.893

=====

Record 3
Entry from the OMol25 dataset: a single C4H3NO2 molecule at a distorted geometry (wB97M-V/def2-TZVPD).

Geometry as XYZ:
```
10
Properties=species:S:1:pos:R:3:forces:R:3:lowdin_charge:R:1
O -0.91234 -1.71008 -1.80261 0.500 0.334 0.132 0.08
C 0.10098 -1.19363 -1.40426 -0.282 -0.045 -0.222 -0.19
C 0.12752 0.05975 -0.57990 0.229 -0.060 0.263 -0.27
C -0.62879 0.08533 0.61582 -0.120 -0.070 0.195 -0.01
C -0.04648 1.05587 1.34927 -0.285 -0.146 -0.212 -0.11
O 0.94282 1.63449 0.65627 -0.218 -0.284 -0.746 -0.03
N 1.05220 0.98419 -0.61114 -0.092 -0.153 1.108 0.15
H 1.08141 -1.70553 -1.44099 -0.066 0.099 -0.354 0.13
H -1.44286 -0.57377 0.85325 -0.013 -0.005 0.156 0.12
H -0.27444 1.36338 2.36430 0.345 0.329 -0.320 0.13
```
Forces are in eV/Å.

HOMO level (eV): -10.45
Structure (SMILES): O=Cc1ccon1
LUMO (eV): -0.038

=====

Record 4
Entry from the OMol25 dataset: 2 unconnected molecules or ions with the total composition C3H10N3 at a distorted geometry (wB97M-V/def2-TZVPD).

Geometry as XYZ:
```
16
Properties=species:S:1:pos:R:3:forces:R:3:lowdin_charge:R:1
C -1.42399 -1.51738 -1.65787 0.824 -0.613 -0.009 0.00
C -0.54759 -1.08009 -0.58545 2.750 -3.340 1.420 -0.42
C 0.95788 1.72693 0.44844 -0.188 0.922 -1.659 -0.09
N -1.56588 -0.32416 -0.79843 -2.240 1.123 -0.330 0.15
N 0.34876 -1.40943 0.28885 0.354 0.634 -1.186 0.13
N 0.78928 0.80246 1.51155 0.230 -0.969 5.575 0.01
H -1.04806 -1.45334 -2.65825 0.044 0.443 -0.461 0.11
H -2.04951 -2.35868 -1.45937 -0.714 -0.170 0.110 0.11
H 1.66975 1.20501 -0.24260 -0.406 1.170 0.389 0.12
H -0.01997 1.78260 -0.03885 0.304 0.239 -0.222 0.08
H 1.21857 2.76304 0.78286 0.186 -1.122 -0.394 0.12
H -1.68604 0.58447 -1.18236 0.058 0.807 0.033 0.13
H 0.64246 -0.26137 1.17060 -0.353 0.091 -0.642 0.05
H 0.98386 -2.19723 0.03426 -1.242 0.644 0.138 0.12
H 0.06962 1.02452 2.29278 1.103 -0.133 -2.004 0.20
H 1.66085 0.71266 2.09383 -0.711 0.276 -0.759 0.17
```
Forces are in eV/Å.

Charge: +1
HOMO level (eV): -14.00
LUMO (eV): -3.006